(1)
53
Properties=species:S:1:pos:R:3:forces:R:3:lowdin_charge:R:1 method="wB97M-V/def2-TZVPD" e_lumo_ev=-0.25 smiles="COc1ccc(C)cc1NC(=O)c1ccccc1NS(=O)(=O)c1cccc2cccnc12" homo_ev=-8.2 orbital_gap_ha=0.2902 total_energy_ha=-1790.60757
C -5.448 -2.651 0.541 -0.2093 -0.1971 0.0624 -0.083
O -4.290 -1.891 0.299 0.3330 0.4879 -0.1533 -0.102
C -4.443 -0.573 -0.067 0.0413 0.0254 0.0004 -0.208
C -5.652 0.086 -0.182 0.0653 -0.2944 0.0866 -0.020
C -5.687 1.422 -0.557 0.1367 0.1404 -0.0555 -0.050
C -4.522 2.120 -0.821 -0.2236 -0.1489 0.0283 -0.278
C -4.550 3.567 -1.211 0.0316 -0.0017 0.0745 -0.050
C -3.304 1.459 -0.705 0.0221 -0.0180 -0.0013 0.035
C -3.249 0.127 -0.334 -0.2167 0.1237 0.0240 -0.131
N -2.062 -0.598 -0.198 -0.1822 -0.4449 0.1557 0.157
C -0.782 -0.202 -0.418 -0.1485 -0.1605 0.0837 -0.379
O -0.479 0.915 -0.810 -0.0156 0.1412 -0.1114 0.056
C 0.228 -1.265 -0.149 0.3604 0.0348 -0.0726 -0.068
C 0.019 -2.222 0.842 0.0970 -0.0027 -0.0685 -0.035
C 0.946 -3.215 1.089 -0.0283 -0.1092 0.0596 -0.086
C 2.098 -3.279 0.318 -0.0927 0.0977 0.0612 -0.062
C 2.337 -2.333 -0.656 -0.0413 -0.0677 0.0646 -0.019
C 1.429 -1.296 -0.886 -0.1128 -0.6738 0.4652 -0.228
N 1.696 -0.343 -1.843 0.5919 0.5206 -0.8541 -0.040
S 3.252 0.020 -2.326 -0.1251 0.0174 -0.1427 0.676
O 3.807 -1.097 -3.037 -0.0230 -0.1203 0.3506 -0.291
O 3.183 1.273 -3.007 -0.2210 0.1524 0.2659 -0.266
C 4.196 0.201 -0.804 -0.2138 -0.1724 -0.6122 -0.201
C 5.436 -0.359 -0.708 -0.1940 -0.0469 -0.2319 -0.040
C 6.198 -0.189 0.460 0.0325 0.1386 0.2378 -0.055
C 5.702 0.537 1.508 0.1246 -0.1104 -0.0979 -0.018
C 4.423 1.124 1.434 -0.3194 -0.0460 -0.3911 -0.142
C 3.846 1.884 2.474 -0.2156 0.0739 -0.0584 -0.009
C 2.595 2.412 2.305 0.3086 -0.0766 0.1462 -0.039
C 1.921 2.177 1.091 -0.0404 0.0051 0.0241 -0.105
N 2.422 1.482 0.111 -0.2820 0.2322 -0.1981 0.127
C 3.650 0.956 0.250 0.4342 0.1744 0.7588 -0.201
H -5.097 -3.651 0.789 -0.0868 0.0563 -0.0106 0.095
H -6.022 -2.250 1.382 0.0250 -0.0010 -0.0491 0.097
H -6.087 -2.702 -0.346 0.0279 0.0223 0.0369 0.098
H -6.581 -0.426 0.014 -0.0512 -0.0964 0.0282 0.103
H -6.644 1.916 -0.643 -0.0934 0.0611 -0.0228 0.109
H -3.828 3.764 -2.000 0.0192 0.0839 -0.0760 0.080
H -5.539 3.859 -1.554 -0.0419 0.0678 -0.0399 0.074
H -4.288 4.190 -0.355 0.0045 0.1125 0.0053 0.083
H -2.384 1.980 -0.912 0.0399 0.0050 -0.0169 0.109
H -2.223 -1.565 0.053 0.1660 0.1193 -0.0876 0.126
H -0.868 -2.171 1.459 -0.0702 0.0212 0.0250 0.114
H 0.769 -3.939 1.869 -0.0237 -0.0508 0.0637 0.101
H 2.817 -4.067 0.485 0.0728 -0.0600 -0.0025 0.108
H 3.224 -2.382 -1.265 0.0570 -0.1427 -0.0084 0.095
H 1.107 0.486 -1.759 0.2057 0.1163 0.0346 0.091
H 5.812 -0.931 -1.541 0.0733 -0.0958 -0.0588 0.117
H 7.179 -0.636 0.521 0.0738 -0.0290 0.0153 0.108
H 6.283 0.674 2.409 0.0728 -0.0096 0.0715 0.115
H 4.403 2.035 3.389 0.0210 0.0220 0.0705 0.116
H 2.124 2.997 3.079 -0.0336 0.0425 0.0587 0.103
H 0.927 2.567 0.920 -0.1317 0.0809 0.0619 0.111

(2)
56
Properties=species:S:1:pos:R:3:forces:R:3:lowdin_charge:R:1 method="wB97M-V/def2-TZVPD" e_lumo_ev="0.17 / -1.40" homo_ev="-7.8 / -7.8" orbital_gap_ha="0.2927 / 0.2348" s2=2.0063 spin_multiplicity=3 total_energy_ha=-2068.83974
Pd 1.305 0.597 -0.130 -0.4790 0.3238 0.0433 0.861
O -0.612 0.525 1.137 0.6286 0.4759 -0.7262 -0.212
N -0.698 -0.464 1.983 0.4258 -0.8026 0.2712 -0.221
C -1.718 -0.451 2.860 -0.3950 -0.0263 0.3879 -0.026
C -1.884 -1.437 3.798 0.1514 -0.0461 -0.1490 -0.058
C -0.968 -2.490 3.836 -0.0474 0.1304 -0.1025 -0.069
C 0.058 -2.510 2.923 -0.1766 0.1106 0.1229 -0.096
C 0.201 -1.492 1.971 -0.2224 0.0331 -0.0139 -0.654
S 1.428 -1.581 0.777 0.1908 0.2317 -0.2808 0.657
H -2.382 0.394 2.756 0.0692 0.0551 -0.0317 0.136
H -2.716 -1.389 4.482 -0.0544 0.0586 0.0306 0.106
H -1.073 -3.279 4.564 0.0252 -0.0772 0.0653 0.108
H 0.785 -3.307 2.906 0.0330 -0.0382 -0.0032 0.105
O 4.285 3.339 -0.972 -0.0094 -0.1017 -0.0093 0.067
C 3.517 2.560 -0.439 0.9902 0.5140 1.1254 -0.628
O 2.600 1.912 -1.042 -1.3092 -0.8543 -0.6467 -0.143
C 3.661 2.315 1.071 -0.3993 0.1186 -0.3537 -0.140
C 2.553 2.242 1.918 -0.0078 0.2390 -0.4284 -0.079
C 2.712 2.119 3.302 0.2126 -0.0604 0.2431 0.010
C 3.994 2.071 3.791 0.2506 0.0694 -0.5410 -0.203
O 4.420 1.984 5.089 -0.4086 -0.0663 -0.1425 0.032
C 5.831 2.057 5.039 0.6890 0.0381 1.0429 -0.160
O 6.249 2.120 3.694 -0.0513 -0.0576 -0.4623 0.041
C 5.104 2.149 2.943 -0.6154 -0.0159 0.1316 -0.184
C 4.961 2.266 1.584 0.1901 -0.0242 0.2627 0.071
H 1.543 2.422 1.520 0.4172 -0.1400 0.1783 0.100
H 1.866 2.098 3.965 -0.1814 -0.0055 0.1376 0.116
H 6.263 1.167 5.524 -0.1491 0.1516 -0.2073 0.138
H 6.170 2.957 5.581 -0.1261 -0.1776 -0.2487 0.140
H 5.805 2.354 0.919 0.0788 0.0514 -0.0489 0.134
C -4.209 -1.463 -2.272 -0.1598 -0.3827 0.1844 -0.010
N -3.357 -0.300 -2.314 -0.0543 0.4438 -0.3675 -0.077
N -2.000 -0.446 -2.562 0.1964 0.2218 0.6494 0.059
C -1.295 0.577 -1.934 -0.5788 -0.1477 0.0299 -0.409
O -0.075 0.731 -2.045 0.5315 -0.0925 0.2156 -0.045
C -2.294 1.350 -1.256 -0.0983 -0.2143 0.0018 0.059
C -3.504 0.767 -1.474 0.4853 0.1771 -0.2102 -0.261
C -4.843 1.132 -0.947 0.0737 -0.0906 -0.0317 -0.009
C -1.524 -1.257 -3.603 0.0202 -0.2575 -0.4836 -0.192
C -0.288 -1.880 -3.471 -0.0682 0.0823 0.1908 0.004
C 0.163 -2.700 -4.487 -0.0010 -0.0602 -0.0904 -0.066
C -0.599 -2.903 -5.626 0.0620 -0.0227 -0.1088 -0.087
C -1.816 -2.258 -5.765 -0.0006 -0.0387 -0.0221 -0.081
C -2.281 -1.428 -4.762 0.1249 0.0509 0.1572 -0.031
H -3.771 -2.250 -2.883 -0.0928 0.0805 0.0157 0.087
H -5.195 -1.215 -2.670 0.1058 -0.0201 0.0076 0.098
H -4.323 -1.843 -1.251 0.0391 -0.0098 -0.0404 0.099
H -2.069 2.216 -0.670 -0.0535 0.1824 0.1321 0.119
H -4.778 2.077 -0.421 -0.0094 0.0898 0.0959 0.086
H -5.201 0.370 -0.257 -0.1130 -0.0433 0.0904 0.085
H -5.565 1.233 -1.754 -0.0845 -0.0097 -0.0521 0.090
H 0.310 -1.713 -2.586 -0.0831 -0.0289 0.0067 0.107
H 1.115 -3.197 -4.383 0.1391 -0.0291 0.0177 0.107
H -0.239 -3.548 -6.413 0.0316 -0.0540 -0.0356 0.102
H -2.404 -2.391 -6.662 -0.0373 -0.0149 -0.0599 0.104
H -3.218 -0.907 -4.885 -0.0953 0.0807 0.0607 0.114

(3)
55
Properties=species:S:1:pos:R:3:forces:R:3:lowdin_charge:R:1 method="wB97M-V/def2-TZVPD" e_lumo_ev="-3.39 / -3.87" homo_ev="-8.7 / -11.1" charge=+1 orbital_gap_ha="0.1963 / 0.2670" s2=2.0437 spin_multiplicity=3 total_energy_ha=-5020.86708
Ti 0.304 0.094 -0.178 0.9771 0.7508 -0.0542 1.025
Se 5.196 -4.739 0.740 0.3023 -0.2826 0.0324 1.169
N 5.297 -2.994 0.426 -0.0958 -0.0579 0.0635 -0.213
C 4.120 -2.625 0.007 -0.2020 0.2275 -0.1322 -0.331
C 3.803 -1.246 -0.383 -0.1318 -0.4072 0.0624 -0.076
C 4.747 -0.257 -0.497 0.1881 0.2202 -0.0139 0.031
C 4.367 1.010 -0.964 0.2815 -0.1758 0.0724 -0.019
C 3.053 1.250 -1.242 -0.3964 -0.0168 -0.0049 -0.095
N 2.092 0.312 -1.102 1.0532 -0.3528 -0.2113 -0.015
C 2.468 -0.954 -0.737 0.3023 0.1590 -0.3188 -0.165
C 1.463 -1.994 -0.809 -0.2396 -0.2208 -0.3705 -0.153
N 0.208 -1.617 -1.207 0.3143 -0.9679 -0.3785 0.008
C -0.709 -2.566 -1.471 0.0303 0.3489 -0.0003 -0.065
C -0.443 -3.902 -1.315 0.1560 -0.2365 0.0611 -0.008
C 0.807 -4.294 -0.829 -0.1695 -0.2164 -0.0585 0.035
C 1.770 -3.347 -0.569 0.3416 0.1085 0.1608 -0.077
C 3.121 -3.665 -0.099 -0.2073 0.2177 -0.1572 -0.333
N 3.502 -4.868 0.226 0.0382 0.0840 0.1241 -0.213
H 5.777 -0.480 -0.253 -0.0066 0.0172 -0.0080 0.127
H 5.097 1.794 -1.104 0.0045 -0.0219 0.0177 0.118
H 2.719 2.222 -1.582 -0.0531 0.0132 0.0037 0.125
H -1.681 -2.216 -1.789 -0.0151 0.0574 0.0113 0.133
H -1.209 -4.630 -1.544 0.0291 0.0051 0.0101 0.120
H 1.044 -5.339 -0.668 -0.0295 0.0438 -0.0062 0.129
C -2.897 1.868 -2.037 0.0576 -0.0073 -0.0462 -0.024
C -2.186 0.972 -1.085 0.1994 0.1093 0.2260 -0.302
O -0.839 1.146 -0.996 -1.5833 0.6235 -0.6163 -0.167
C -2.823 -0.035 -0.304 0.0790 0.0915 -0.0754 -0.134
C -4.191 -0.321 -0.539 -0.0447 0.0060 -0.0333 -0.026
C -4.852 -1.313 0.144 -0.0006 -0.0398 0.0425 -0.077
C -4.179 -2.058 1.113 -0.0775 -0.0092 -0.0096 -0.067
C -2.849 -1.790 1.389 0.0073 -0.1263 0.0726 -0.014
C -2.163 -0.803 0.702 0.2723 0.1300 0.0499 -0.306
O -0.867 -0.553 1.044 -1.4890 -0.4318 1.0303 -0.204
H -2.222 2.654 -2.366 0.0115 0.0273 -0.0118 0.086
H -3.777 2.326 -1.583 -0.0080 0.0064 -0.0037 0.090
H -3.234 1.326 -2.927 -0.0114 0.0108 0.0044 0.097
H -4.719 0.247 -1.294 0.0041 -0.0243 0.0293 0.109
H -5.893 -1.515 -0.072 0.0222 0.0080 0.0070 0.108
H -4.695 -2.838 1.658 0.0099 0.0126 -0.0094 0.109
H -2.311 -2.343 2.149 -0.0145 0.0105 -0.0047 0.124
O 1.247 1.056 1.350 0.0886 0.6902 0.4629 -0.588
S 1.028 2.398 2.064 0.0367 -0.3766 0.0954 1.082
C 0.951 3.678 0.799 -0.0080 0.0423 0.0127 -0.315
C -0.082 4.659 1.332 -0.0077 -0.0101 0.0624 -0.219
C -1.287 3.815 1.764 0.0591 -0.0285 -0.0004 -0.196
C -0.753 2.537 2.431 -0.0065 0.0077 -0.0511 -0.263
H 0.611 3.180 -0.110 -0.0401 0.0233 -0.0979 0.088
H 1.945 4.096 0.656 0.0143 -0.0006 -0.0117 0.100
H -0.341 5.399 0.577 -0.0112 -0.0019 -0.0130 0.124
H 0.326 5.202 2.188 0.0034 -0.0027 -0.0218 0.122
H -1.890 3.546 0.896 0.0276 -0.0070 -0.0406 0.112
H -1.926 4.369 2.447 -0.0444 -0.0122 0.0047 0.119
H -1.185 1.618 2.040 -0.0721 -0.0579 0.0156 0.079
H -0.861 2.531 3.513 0.0540 0.0399 0.0261 0.098